The following is a quantum chemistry calculation of a 8-piece molecular cluster, C35H86N5O16 overall, from OMol25.

Properties
Total charge ... +1

Each line ends with the Löwdin charge.
Element x y z (Å)
C: -3.6953 -0.5718 -5.2251  -0.0412
C: -2.9380 0.7208 -5.6721  -0.4173
O: -2.8180 0.8465 -7.0705  -0.0335
C: -1.5576 0.7104 -4.9474  -0.1941
N: -1.8327 0.6740 -3.5001  -0.0717
C: -0.6272 0.4017 -2.6986  -0.1867
C: -0.8091 1.1447 -1.3666  -0.1198
O: -0.1568 0.4493 -0.2521  0.0248
C: -0.8004 0.7715 0.8445  -0.4346
N: -1.0127 2.0559 1.1171  0.2499
C: -1.7181 2.0313 2.2655  -0.3452
N: -2.1321 3.1869 2.8431  0.1817
N: -1.8935 0.7603 2.6486  0.1698
N: -1.3202 -0.0435 1.7321  0.2068
H: -4.0896 -1.0828 -6.1117  0.0804
H: -3.0247 -1.2658 -4.7003  0.0706
H: -4.4907 -0.2867 -4.5287  0.0691
H: -3.4756 1.5689 -5.2156  0.1348
H: -1.9132 0.6044 -7.3085  0.0963
H: -1.0501 1.6706 -5.1760  0.1284
H: -0.9196 -0.1114 -5.3003  0.1312
H: -2.1070 1.6276 -3.2633  0.1084
H: -0.6002 -0.6871 -2.5263  0.1285
H: 0.3123 0.6713 -3.2099  0.1196
H: -1.8929 1.1441 -1.1730  0.1306
H: -0.5121 2.1934 -1.4780  0.1384
H: -1.4237 3.8745 3.0469  0.1267
H: -3.1009 3.3002 3.0957  0.1186
H: -2.3972 0.4323 3.4687  0.1917
H: -1.2965 -1.0562 1.7173  0.2135
C: 4.5786 -2.3298 0.7294  -0.0922
O: 4.3987 -2.0776 2.1154  -0.2176
C: 5.1297 -0.9420 2.5651  -0.1784
C: 4.2292 0.2655 2.7130  -0.1771
O: 3.7330 0.7037 1.4506  -0.1881
C: 2.4065 0.2883 1.2165  -0.1176
H: 3.8223 -3.0504 0.4174  0.0867
H: 4.4633 -1.4215 0.1328  0.0724
H: 5.5684 -2.7606 0.5515  0.0976
H: 5.9672 -0.7273 1.8948  0.1251
H: 5.5415 -1.1917 3.5471  0.1326
H: 4.8116 1.0909 3.1318  0.1148
H: 3.4045 0.0546 3.4010  0.1271
H: 1.7128 0.8889 1.8226  0.0823
H: 2.2680 -0.7734 1.4437  0.0903
H: 2.1821 0.4496 0.1655  0.0837
C: -6.6312 0.4884 -10.2629  -0.1099
O: -6.7772 1.1165 -9.0001  -0.1911
C: -5.5662 1.6961 -8.5301  -0.2095
C: -5.5493 3.1962 -8.7448  -0.2020
O: -5.5173 3.5270 -10.1260  -0.1890
C: -6.7846 3.9186 -10.6272  -0.1105
H: -7.6272 0.2820 -10.6528  0.0892
H: -6.1023 1.1262 -10.9747  0.0847
H: -6.0936 -0.4592 -10.1512  0.0876
H: -4.7005 1.2258 -9.0019  0.1180
H: -5.5123 1.4956 -7.4556  0.1154
H: -4.6368 3.6039 -8.2978  0.1231
H: -6.4050 3.6684 -8.2520  0.1255
H: -7.0316 4.9281 -10.2814  0.0881
H: -7.5726 3.2259 -10.3239  0.0836
H: -6.7277 3.9263 -11.7150  0.0896
C: 2.8167 -4.9710 6.1117  -0.1102
O: 2.1753 -4.4643 4.9520  -0.1985
C: 3.0616 -4.3367 3.8429  -0.2051
C: 2.8913 -5.4803 2.8631  -0.2025
O: 3.2997 -6.7183 3.4257  -0.1847
C: 2.2089 -7.5153 3.8558  -0.1094
H: 2.0449 -5.2563 6.8259  0.0882
H: 3.4262 -5.8488 5.8871  0.0860
H: 3.4444 -4.1955 6.5629  0.0878
H: 4.0992 -4.2646 4.1798  0.1291
H: 2.8086 -3.4026 3.3377  0.1046
H: 3.5338 -5.2971 1.9957  0.1204
H: 1.8566 -5.5375 2.5090  0.1245
H: 1.6988 -7.9547 2.9919  0.0886
H: 1.4941 -6.9394 4.4482  0.0823
H: 2.6043 -8.3202 4.4740  0.0911
C: -8.7475 -4.0240 -1.6937  -0.1107
O: -9.3305 -3.0062 -2.4896  -0.1865
C: -8.8204 -1.7147 -2.1965  -0.2070
C: -7.7970 -1.2739 -3.2245  -0.2051
O: -6.6225 -2.0746 -3.1715  -0.2072
C: -6.5809 -3.0517 -4.2009  -0.1081
H: -9.0118 -4.9855 -2.1316  0.0909
H: -7.6583 -3.9413 -1.6628  0.0811
H: -9.1475 -3.9796 -0.6751  0.0882
H: -8.3961 -1.6836 -1.1876  0.1230
H: -9.6674 -1.0222 -2.2270  0.1262
H: -7.4933 -0.2459 -3.0004  0.1217
H: -8.2286 -1.2842 -4.2292  0.1292
H: -6.3470 -2.5763 -5.1591  0.0828
H: -7.5242 -3.5950 -4.2835  0.0863
H: -5.7907 -3.7629 -3.9618  0.0894
C: -4.3763 0.4239 9.3847  -0.1028
O: -3.0007 0.7776 9.3932  -0.1868
C: -2.1776 -0.1860 8.7554  -0.2014
C: -1.7918 0.2558 7.3586  -0.1968
O: -2.9258 0.3042 6.4908  -0.2113
C: -3.4106 1.6227 6.2982  -0.1194
H: -4.9504 1.3026 9.6748  0.0918
H: -4.7071 0.1006 8.3947  0.0819
H: -4.5630 -0.3730 10.1104  0.0928
H: -2.6668 -1.1642 8.7336  0.1295
H: -1.2674 -0.2785 9.3551  0.1301
H: -1.0971 -0.4765 6.9363  0.1232
H: -1.2836 1.2242 7.3858  0.1268
H: -2.7304 2.1577 5.6214  0.0649
H: -3.5074 2.1568 7.2443  0.0917
H: -4.3934 1.5584 5.8288  0.0907
C: 4.1159 0.7497 -3.6306  -0.1235
O: 5.4001 0.2330 -3.9223  -0.1881
C: 6.3596 1.2533 -4.1794  -0.1966
C: 7.2471 1.4962 -2.9756  -0.1991
O: 6.5096 2.0434 -1.8901  -0.1861
C: 6.1880 1.0776 -0.9046  -0.1154
H: 3.5121 -0.0625 -3.2232  0.0815
H: 4.1602 1.5565 -2.8941  0.0833
H: 3.6406 1.1163 -4.5474  0.0872
H: 5.8682 2.1794 -4.4922  0.1265
H: 6.9812 0.9055 -5.0096  0.1272
H: 8.0135 2.2290 -3.2449  0.1273
H: 7.7550 0.5749 -2.6757  0.1273
H: 7.0793 0.8304 -0.3157  0.0891
H: 5.7784 0.1660 -1.3476  0.0777
H: 5.4388 1.5072 -0.2410  0.0768
C: 7.5232 5.0559 5.9649  -0.1122
O: 8.7944 4.4886 5.6997  -0.1879
C: 8.9098 3.1507 6.1634  -0.2024
C: 8.7566 2.1550 5.0312  -0.1999
O: 7.4380 2.1704 4.4944  -0.2030
C: 7.3499 2.8941 3.2783  -0.1122
H: 7.4373 5.9737 5.3843  0.0895
H: 6.7107 4.3833 5.6785  0.0807
H: 7.4363 5.3028 7.0280  0.0893
H: 8.1847 2.9502 6.9580  0.1259
H: 9.9125 3.0449 6.5883  0.1271
H: 8.9304 1.1480 5.4222  0.1250
H: 9.4962 2.3429 4.2477  0.1278
H: 7.7922 2.3107 2.4632  0.0871
H: 7.8459 3.8646 3.3427  0.0877
H: 6.2945 3.0579 3.0586  0.0800

---

The following is a quantum chemistry calculation of a 8-piece molecular cluster, C35H90N4O13 overall, from OMol25.

Properties
<S²> ... 0.75
Total charge ... +1
2S+1 ... 2

Each line ends with the Löwdin charge.
Element x y z (Å)
C: -5.2885 -1.0276 -2.5905  -0.2528
C: -4.1356 -0.2909 -3.3131  -0.1803
O: -3.8592 0.9509 -2.6168  -0.0784
O: -6.4287 -0.3594 -2.9650  -0.0640
H: -5.3088 -1.0109 -1.5008  0.0882
H: -5.3972 -2.0889 -2.8143  0.1195
H: -4.4554 0.0386 -4.3016  0.1238
H: -3.2352 -0.8897 -3.4507  0.1057
H: -3.5773 0.7414 -1.7234  0.0425
H: -6.2266 0.5586 -3.1600  0.0832
C: -0.2066 -3.3165 -4.0684  -0.0503
O: 1.0143 -2.7383 -4.6621  -0.2114
C: 0.8472 -1.3981 -4.8795  -0.2489
C: 2.1592 -0.8018 -5.4304  -0.2463
N: 2.3342 -1.2441 -6.7443  -0.0523
C: 3.6172 -0.7049 -7.1902  -0.1978
C: 4.1085 -1.1302 -8.5946  -0.2206
O: 5.3932 -0.5481 -8.7302  -0.1996
C: 6.0919 -0.8915 -9.9792  -0.0721
H: -1.0093 -3.4314 -4.7969  0.0900
H: -0.5128 -2.7717 -3.1754  0.0800
H: 0.0627 -4.3423 -3.8168  0.0674
H: 0.5187 -1.0303 -3.9075  0.0999
H: 0.0980 -1.3033 -5.6656  0.1272
H: 2.9427 -1.0687 -4.7211  0.1160
H: 2.1334 0.2854 -5.3556  0.0939
H: 2.1696 -2.2391 -6.7992  0.1196
H: 4.3464 -0.9768 -6.4271  0.1154
H: 3.5482 0.3829 -7.1771  0.1225
H: 3.3307 -0.8749 -9.3143  0.1254
H: 4.2587 -2.2016 -8.4617  0.1182
H: 6.2484 -1.9491 -10.1917  0.0715
H: 7.1099 -0.5180 -9.8685  0.0876
H: 5.4223 -0.6352 -10.8002  0.0828
C: -4.2889 6.0998 -0.3193  -0.0901
O: -5.0413 5.2003 -1.1445  -0.1843
C: -5.8406 4.2612 -0.4201  -0.1956
C: -5.1416 3.4374 0.6829  -0.2370
N: -4.3975 2.4072 0.0481  -0.0457
C: -3.8028 1.4260 0.9938  -0.1263
C: -4.3760 -0.0341 1.0335  -0.1851
O: -3.5239 -0.9747 0.3915  -0.2477
C: -3.8546 -2.3421 0.5601  -0.0956
H: -5.0827 6.3257 0.3928  0.0851
H: -3.9064 6.9097 -0.9405  0.0918
H: -3.4222 5.6723 0.1850  0.0730
H: -6.1448 3.5395 -1.1782  0.1147
H: -6.7982 4.6872 -0.1207  0.1205
H: -5.8942 2.9920 1.3335  0.1129
H: -4.5469 4.1841 1.2091  0.0916
H: -5.1416 2.0420 -0.5290  0.0897
H: -3.9082 1.7616 2.0255  0.1045
H: -2.7595 1.3487 0.6879  0.0946
H: -5.4318 -0.0999 0.7704  0.1234
H: -4.5210 -0.3064 2.0789  0.1099
H: -3.6791 -2.5603 1.6135  0.0830
H: -3.0676 -2.9418 0.1029  0.0935
H: -4.8066 -2.8117 0.3128  0.0953
C: 8.2569 -3.0452 6.8264  -0.1223
O: 7.0180 -3.0611 7.4258  -0.2098
C: 6.6991 -4.3395 8.1005  -0.1174
C: 5.0997 -4.4573 8.3868  -0.0739
N: 4.4416 -4.3114 7.0978  0.1617
C: 3.2273 -3.5560 7.2083  -0.1205
C: 2.4498 -3.8826 5.9191  -0.1399
O: 1.2042 -3.1088 5.8099  -0.1678
C: 1.4097 -1.7559 5.4090  -0.0724
H: 8.3961 -2.1386 6.2375  0.0994
H: 8.2991 -3.8501 6.0926  0.0963
H: 9.0337 -3.0107 7.5903  0.1031
H: 7.1144 -4.2731 9.1061  0.1264
H: 7.1060 -5.1916 7.5560  0.1247
H: 4.9906 -3.5448 8.9728  0.1444
H: 4.8266 -5.3615 8.9308  0.1507
H: 5.0658 -3.8611 6.4438  0.1582
H: 3.4796 -2.4972 7.2649  0.1606
H: 2.7047 -3.8367 8.1228  0.1525
H: 2.2166 -4.9466 5.9594  0.1365
H: 3.0463 -3.7081 5.0236  0.1290
H: 0.4602 -1.2214 5.3802  0.1050
H: 1.8205 -1.8205 4.4015  0.0888
H: 2.0837 -1.2499 6.1003  0.0829
C: -5.8272 3.0717 4.2147  -0.0902
O: -4.6506 3.8256 3.9158  -0.2491
C: -4.7682 5.2621 4.1794  -0.2064
C: -3.4603 5.9471 4.1302  -0.1853
N: -2.6207 5.0514 4.9797  -0.0592
C: -1.2233 5.3740 5.0427  -0.1983
C: -0.3844 4.8996 3.7474  -0.1929
O: -0.5210 3.4993 3.7619  -0.1950
C: -0.0619 2.8796 2.5895  -0.1075
H: -5.6346 2.0589 3.8607  0.0801
H: -6.6338 3.4595 3.5926  0.0778
H: -6.0829 3.2597 5.2575  0.0918
H: -5.2862 5.5029 5.1078  0.1300
H: -5.2508 5.6067 3.2649  0.1140
H: -3.5208 6.9880 4.4480  0.1315
H: -3.0679 5.8532 3.1177  0.1026
H: -2.7598 4.1410 4.5652  0.0847
H: -0.6842 5.0321 5.9262  0.1003
H: -1.0786 6.4111 5.3454  0.1081
H: 0.6593 5.2019 3.8331  0.1155
H: -0.8542 5.3713 2.8843  0.1051
H: 0.6839 2.1791 2.9653  0.0753
H: 0.3617 3.5288 1.8232  0.0993
H: -0.7787 2.1364 2.2404  0.0601
C: 1.7886 2.5172 -3.5841  -0.0509
C: 0.7501 2.5196 -4.7675  -0.3947
C: -0.5503 1.8071 -4.2784  -0.0526
O: 0.4501 3.9373 -5.0999  -0.0749
H: 2.8019 2.8141 -3.8543  0.0729
H: 1.8938 1.5561 -3.0807  0.0493
H: 1.3691 3.2655 -2.9117  0.0774
H: 1.0550 2.0073 -5.6800  0.1132
H: -0.2578 1.0127 -3.5919  0.0449
H: -1.0656 1.1821 -5.0078  0.0721
H: -1.3184 2.4586 -3.8616  0.0781
H: -0.2670 4.1633 -4.5030  0.0619
C: 1.1778 -0.4392 -0.3589  -0.0441
C: -0.1463 -0.9911 0.0437  -0.5015
C: -0.3562 -1.0015 1.5064  -0.0507
O: -1.1466 -0.2382 -0.6765  -0.0499
H: 1.2761 0.4562 0.2549  0.0831
H: 1.2640 -0.2807 -1.4339  0.0705
H: 1.9965 -1.0937 -0.0600  0.0748
H: -0.2078 -2.0262 -0.2924  0.1262
H: 0.3678 -1.6365 2.0171  0.0799
H: -1.3604 -1.3547 1.7405  0.0741
H: -0.3079 -0.0374 2.0127  0.0653
H: -1.9183 -0.1057 -0.1211  0.0163
C: 2.9996 -5.5251 -3.9264  -0.0640
C: 3.2774 -4.2381 -3.2521  -0.5311
C: 2.5144 -4.0424 -1.9401  -0.0407
O: 4.5919 -4.3752 -2.9469  -0.0447
H: 1.9360 -5.7543 -3.9921  0.0695
H: 3.2252 -6.3943 -3.3087  0.0827
H: 3.5109 -5.6478 -4.8812  0.0946
H: 3.1666 -3.3817 -3.9172  0.1254
H: 1.4260 -3.9878 -1.9598  0.0563
H: 2.8354 -3.1205 -1.4552  0.0688
H: 2.6948 -4.8135 -1.1911  0.0771
H: 4.7920 -5.1210 -2.3765  0.0951

---

| no. | E (a.u.) |
| --- | --- |
| 1 | -2862.16089 |
| 2 | -2583.92942 |